No. 1
C27H35N3O3S | the ωB97M-V functional and the def2-TZVPD basis

Results
E_tot = -1838.00513 Eh
Highest occupied orbital energy = -7.9 eV
Multiplicity = 1
Energy above the lowest of the compared OMol25 structures with the same formula, charge and spin = 8.9 kcal per mole
E_LUMO = 0.55 eV

CARTESIAN COORDINATES (ANGSTROEM)
C 5.2366 -2.5711 -4.1570
H 5.9414 -2.1634 -4.8780
H 5.5212 -3.5970 -3.9342
H 5.3045 -1.9914 -3.2389
C 3.8121 -2.5239 -4.7129
C 2.8402 -3.0968 -3.7206
C 2.5656 -4.4590 -3.7000
C 1.7085 -4.9829 -2.7496
C 1.1066 -4.1675 -1.8093
C 1.3587 -2.8007 -1.8300
C 2.2369 -2.2804 -2.7790
H 2.4413 -1.2168 -2.7844
N 0.8315 -1.9075 -0.8951
C -0.3396 -1.9613 -0.2014
N -0.4937 -1.0181 0.7671
C -1.8090 -0.7514 1.3080
C -2.0862 -1.4834 2.6221
C -3.3800 -0.9579 3.2434
N -3.3241 0.4841 3.4215
C -2.5716 0.8912 4.5944
C -2.4240 2.4129 4.5792
O -3.6774 3.0514 4.5743
C -4.4413 2.6331 3.4677
C -4.6311 1.1156 3.4569
H -5.2061 0.8160 4.3510
H -5.1904 0.8279 2.5647
H -3.9416 2.9365 2.5343
H -5.4022 3.1435 3.5487
H -1.8529 2.7081 3.6844
H -1.9047 2.7626 5.4732
H -3.0801 0.5855 5.5268
H -1.5821 0.4325 4.5727
H -4.2030 -1.1769 2.5597
H -3.5790 -1.4811 4.1932
H -2.1836 -2.5519 2.4297
H -1.2518 -1.3395 3.3110
H -2.5464 -1.0606 0.5651
H -1.9074 0.3250 1.4719
C 0.6150 -0.2783 1.3686
C 1.1215 0.7906 0.4407
C 2.2968 0.9704 -0.2176
C 2.1589 2.1755 -0.9747
C 2.9977 2.8718 -1.8404
C 2.5080 4.0280 -2.4069
C 1.2265 4.4894 -2.1272
C 0.3646 3.8160 -1.2674
C 0.8585 2.6414 -0.6968
O 0.2405 1.7885 0.1687
O -0.8613 4.3622 -1.0673
C -1.7516 3.7179 -0.1836
H -1.9988 2.7092 -0.5253
H -2.6520 4.3302 -0.1779
H -1.3408 3.6654 0.8286
H 0.8641 5.3984 -2.5792
H 3.1265 4.5970 -3.0840
H 3.9914 2.5119 -2.0528
H 3.1684 0.3492 -0.1698
C 1.7240 -1.1919 1.8912
H 2.4625 -0.5987 2.4243
H 2.2208 -1.7332 1.0921
H 1.2967 -1.9195 2.5767
H 0.1747 0.2412 2.2281
S -1.5427 -3.0487 -0.5279
H 1.2948 -1.0058 -0.8928
H 0.4439 -4.5859 -1.0716
H 1.5054 -6.0434 -2.7347
H 3.0260 -5.1077 -4.4308
H 3.7702 -3.0963 -5.6414
H 3.5468 -1.4888 -4.9378

No. 2
C27H35N4O7PZn | the ωB97M-V functional and the def2-TZVPD basis

Results
E_tot = -3915.75534 Eh
Highest occupied orbital energy (spin up / spin down) = -6.7 / -7.1 eV
Multiplicity = 1
Energy above the lowest of the compared OMol25 structures with the same formula, charge and spin = 228.6 kcal per mole
E_LUMO (spin up / spin down) = -2.54 / -3.35 eV

CARTESIAN COORDINATES (ANGSTROEM)
O 0.1715 4.1059 -3.8847
H 0.1136 3.3630 -4.5377
Zn 1.1753 0.9958 -3.3611
N -0.2685 -1.0038 -2.4912
N -0.8690 1.5439 -2.3120
N 2.2963 -0.3705 -1.5335
N 1.8371 2.0936 -1.5084
O -0.0102 -2.2190 -2.1091
O 2.3001 -1.6559 -1.1320
O 1.1078 3.0748 -1.0038
O -1.1388 2.6523 -1.7426
C -1.9237 0.6826 -2.4298
C -1.6114 -0.7090 -2.4092
C 3.2439 0.3319 -0.8984
C 2.9666 1.7459 -0.8703
C -2.7449 -1.7028 -2.2156
H -3.1717 -1.6110 -1.1871
H -2.3231 -2.7112 -2.3621
H -3.5535 -1.5105 -2.9632
C -3.3003 1.2513 -2.3971
H -3.2781 2.3113 -2.6956
H -3.7302 1.1676 -1.3857
H -3.9293 0.6831 -3.0931
C 4.4140 -0.1973 -0.1198
C 3.6633 2.7441 -0.0310
H 4.5301 -1.2516 -0.3843
H 4.2490 -0.1094 0.9718
H 5.3430 0.3551 -0.3710
H 3.3569 3.7659 -0.2860
H 4.7319 2.6497 -0.1991
H 3.4951 2.5771 1.0365
H 1.4294 -1.9354 -1.5513
H 0.2313 3.1368 -1.5609
C 1.9656 -0.5374 -4.3541
H 1.3980 -1.2728 -4.9362
H 3.0194 -0.8492 -4.3604
H 1.8115 0.5828 -4.7080
O 0.2812 -3.9197 -4.3098
H 1.0890 -4.4516 -4.3056
H 0.3024 -3.4466 -3.4099
O 0.1635 -0.2866 0.1019
P -0.4304 -0.3017 1.4808
C -2.0902 0.3751 1.4120
C -2.2488 1.7277 1.0837
C -3.5246 2.2686 0.9184
C -4.6531 1.4525 1.0732
C -4.5000 0.0978 1.3918
C -3.2231 -0.4407 1.5617
C -0.5128 -1.9688 2.1499
C -0.5066 -2.2000 3.5350
C -0.5790 -3.5080 4.0282
C -0.6473 -4.5899 3.1363
C -0.6287 -4.3628 1.7515
C -0.5454 -3.0552 1.2651
C 0.5738 0.6822 2.5992
C 0.0466 1.6687 3.4457
C 0.9066 2.4765 4.2006
C 2.2916 2.2915 4.1210
C 2.8234 1.2867 3.2964
C 1.9609 0.4687 2.5618
H -1.3726 2.3643 0.9655
H -3.6287 3.3293 0.6696
H -5.6535 1.8778 0.9483
H -5.3803 -0.5437 1.5118
H -3.0992 -1.4926 1.8250
H -0.4439 -1.3589 4.2273
H -0.5839 -3.6825 5.1081
H -0.7018 -5.6108 3.5189
H -0.6797 -5.2009 1.0501
H -0.4955 -2.8713 0.1904
H -1.0302 1.8100 3.5163
H 0.4916 3.2522 4.8505
H 2.9664 2.9277 4.6994
H 3.9057 1.1238 3.2410
H 2.3587 -0.3563 1.9658

No. 3
C27H35N6O3Pd | the ωB97M-V functional and the def2-TZVPD basis

Results
Charge = +3
E_tot = -1730.70237 Eh
Highest occupied orbital energy (spin up / spin down) = -16.4 / -16.4 eV
Multiplicity = 5
Energy above the lowest of the compared OMol25 structures with the same formula, charge and spin = 53.7 kcal per mole
E_LUMO (spin up / spin down) = -9.52 / -12.83 eV

CARTESIAN COORDINATES (ANGSTROEM)
Pd -0.6268 -0.5003 1.5201
C -2.5928 -3.0559 -1.5964
C -3.9104 -2.8794 -1.2290
C -4.2121 -2.2177 -0.0334
C -3.1902 -1.6765 0.7866
N -1.8316 -1.8310 0.5508
C -1.5202 -2.5579 -0.6728
C -3.4140 -0.9074 2.0383
C -4.5519 -0.7933 2.7979
C -4.6042 -0.0203 3.9121
C -3.5285 0.7919 4.2781
C -2.4331 0.7273 3.4425
N -2.3297 -0.2366 2.4437
C -1.2462 1.6217 3.4365
C -1.1814 2.8792 4.1365
C -0.0679 3.6903 3.9296
C 0.9389 3.1878 3.0917
C 0.7895 1.9186 2.4197
N -0.2869 1.1490 2.5784
H -2.2946 -3.4204 -2.5466
H -4.6154 -3.1782 -1.9748
H -5.2690 -1.8548 0.1963
H -0.9316 -3.3960 -0.2978
H -5.3981 -1.4609 2.5188
H -5.5330 0.0182 4.4961
H -3.6097 1.4836 5.1406
H -1.8812 3.1914 4.8525
H 0.0825 4.6334 4.4734
H 1.7788 3.7971 2.7722
H 1.6723 1.5783 1.8683
C 2.9335 3.6009 -3.3521
N 2.5495 3.3927 -1.9760
C 3.2681 4.2993 -1.0729
C 1.8282 2.3989 -1.4361
O 1.7510 2.1327 -0.2004
H 3.7491 2.9037 -3.6952
H 3.3511 4.5900 -3.6070
H 2.1322 3.3496 -4.0723
H 3.6446 5.1652 -1.6439
H 4.1439 3.8010 -0.5716
H 2.6985 4.6961 -0.1870
H 1.1365 1.8804 -2.1875
N 0.8592 -1.7566 -0.7088
C -0.3231 -1.7814 -1.3137
N -0.4117 -1.4513 -2.6630
C -1.0794 -0.1571 -2.9297
C -1.1204 0.2126 -4.4615
O 0.2778 0.3739 -4.9230
C 0.8553 -0.8791 -4.8578
C 0.8442 -1.5879 -3.4041
H -0.5010 0.6553 -2.4209
H -2.1163 -0.3026 -2.5579
H -1.6861 1.1371 -4.7244
H -1.5231 -0.6245 -5.0644
H 1.9284 -0.7636 -5.1657
H 0.4182 -1.5908 -5.6585
H 1.6825 -1.2581 -2.7632
H 0.8877 -2.6209 -3.6439
C 3.0566 -1.0401 0.7742
C 2.1103 -2.0704 1.4279
C 1.9333 -1.9430 2.9176
C 2.4753 -3.5514 1.1272
O 0.7398 -2.0049 0.7554
H 4.0107 -1.1498 1.3380
H 2.6855 -0.0309 0.8103
H 3.2811 -1.2701 -0.3147
H 2.3355 -2.8069 3.4150
H 0.8230 -1.8715 3.1054
H 2.5098 -1.0686 3.2475
H 3.4624 -3.6631 1.5391
H 2.4088 -3.8668 0.0780
H 1.7883 -4.1593 1.7118

Among the records above, which one has the lowest E_tot? C27H35N4O7PZn